Here is a structure of composition C28H40B2MnO31 in a non-equilibrium geometry from the OMol25 dataset. Energies are from wB97M-V/def2-TZVPD.

```
102
Properties=species:S:1:pos:R:3:mulliken_charge:R:1
Mn 21.324 -10.751 4.776 1.55
O 25.711 -6.338 -0.374 -0.61
C 25.404 -7.439 0.023 0.68
O 24.194 -8.001 0.028 -0.76
B 24.242 -9.373 0.596 1.55
O 25.638 -9.599 0.876 -0.65
C 26.370 -8.515 0.574 0.46
O 27.602 -8.396 0.720 -0.71
O 23.665 -10.307 -0.392 -0.37
C 22.520 -10.855 0.119 -0.06
O 21.823 -11.749 -0.395 -0.69
C 22.323 -10.253 1.527 0.33
O 23.405 -9.516 1.788 -0.11
O 21.438 -10.542 2.305 -0.27
O 24.007 -4.181 0.717 -0.64
C 23.053 -4.611 1.347 0.65
O 22.600 -5.840 1.389 -0.28
B 21.393 -5.982 2.191 1.36
O 21.083 -4.550 2.503 -0.63
C 22.073 -3.712 2.085 0.37
O 22.167 -2.485 2.171 -0.66
O 20.283 -6.658 1.462 -0.65
C 19.798 -7.673 2.146 0.23
O 18.955 -8.543 1.900 -0.74
C 20.690 -7.788 3.363 -0.58
O 21.603 -6.831 3.369 -0.62
O 20.659 -8.756 4.121 0.36
C 20.519 -8.960 9.204 -0.51
C 19.337 -9.959 9.021 0.09
O 18.420 -9.635 7.968 -0.44
C 18.651 -9.634 6.668 0.27
O 19.729 -9.988 6.112 0.05
O 17.527 -9.184 6.058 -0.46
C 17.253 -9.396 4.701 -0.51
H 20.219 -7.936 9.428 0.42
H 21.129 -8.873 8.304 -0.22
H 21.156 -9.377 9.983 0.33
H 18.822 -9.973 9.982 0.37
H 19.677 -10.992 8.954 -0.22
H 16.941 -10.441 4.705 0.29
H 18.041 -9.165 3.984 0.07
H 16.353 -8.784 4.634 0.30
C 24.098 -12.835 10.243 -1.36
C 23.171 -11.659 10.057 -0.30
O 22.973 -11.450 8.637 0.05
C 21.941 -11.960 7.870 0.04
O 21.752 -11.627 6.684 0.52
O 21.355 -12.946 8.524 -0.32
C 20.301 -13.694 7.888 -0.81
H 23.624 -13.799 10.057 0.29
H 24.427 -12.802 11.282 0.41
H 24.991 -12.845 9.618 0.31
H 23.569 -10.721 10.443 0.39
H 22.212 -11.799 10.555 0.34
H 20.672 -14.529 7.294 0.22
H 19.680 -13.165 7.165 0.19
H 19.634 -14.086 8.656 0.42
C 17.090 -12.883 1.100 -1.45
C 18.001 -12.331 2.226 0.39
O 18.362 -13.378 3.098 -0.43
C 19.214 -13.043 4.121 0.19
O 19.809 -12.011 4.270 0.39
O 19.305 -14.035 4.926 -0.07
C 18.947 -15.362 4.733 -1.01
H 16.701 -12.148 0.396 0.40
H 16.294 -13.409 1.628 0.34
H 17.710 -13.600 0.563 0.34
H 17.568 -11.502 2.786 -0.04
H 18.836 -11.802 1.767 0.17
H 19.778 -15.909 4.288 0.34
H 18.137 -15.475 4.013 0.39
H 18.694 -15.861 5.669 0.27
C 25.177 -13.889 1.035 -1.13
C 25.616 -13.099 2.333 -0.38
O 24.442 -12.437 2.782 0.02
C 23.616 -12.930 3.815 -0.08
O 22.532 -12.358 4.209 0.62
O 24.111 -14.073 4.300 -0.39
C 23.575 -14.606 5.448 -0.42
H 24.410 -14.606 1.330 0.32
H 26.073 -14.354 0.623 0.41
H 24.640 -13.297 0.294 0.25
H 26.356 -12.322 2.143 0.32
H 26.068 -13.755 3.076 0.41
H 23.687 -13.930 6.297 0.15
H 24.024 -15.511 5.858 0.41
H 22.526 -14.903 5.429 -0.02
C 26.043 -6.516 3.771 -1.59
C 25.038 -7.704 3.934 0.75
O 24.579 -7.838 5.324 -0.55
C 23.690 -8.818 5.655 -0.51
O 23.195 -9.688 4.845 0.21
O 23.439 -8.870 6.937 0.24
C 24.193 -8.241 7.978 -0.91
H 25.443 -5.616 3.906 0.38
H 26.486 -6.551 2.776 0.32
H 26.786 -6.474 4.568 0.43
H 25.562 -8.640 3.744 0.15
H 24.179 -7.543 3.283 -0.19
H 23.680 -8.393 8.928 0.19
H 24.311 -7.167 7.832 0.33
H 25.191 -8.670 8.069 0.34
```

orbital gap (alpha / beta)	1.64 / 5.72	eV
multiplicity	7
net charge	-1
⟨S²⟩	12.005
highest occupied orbital energy (alpha / beta)	-0.6980 / -4.8193	eV

Here is a structure of composition C28H40BCsF4NO2 in a non-equilibrium geometry from the OMol25 dataset. Energies are from wB97M-V/def2-TZVPD.

```
77
Properties=species:S:1:pos:R:3:mulliken_charge:R:1
Cs 0.052 0.221 -3.641 1.27
C -2.386 -0.255 3.700 -1.40
C -2.959 -1.383 2.831 2.12
C -4.450 -1.520 3.143 -2.33
C -2.274 -2.701 3.217 -1.69
C -2.701 -1.081 1.349 -1.65
C -1.431 -0.980 0.879 0.52
C -1.151 -0.829 -0.515 -1.45
N 0.050 -0.684 -1.089 -0.79
C 1.211 -0.325 -0.547 -0.53
C 1.414 0.192 0.784 -0.56
C 2.651 0.461 1.256 -0.87
C 3.776 0.285 0.362 -0.04
C 3.691 -0.095 -0.935 -0.14
C 2.360 -0.442 -1.467 1.64
O 2.185 -0.824 -2.634 -1.07
C 4.898 -0.113 -1.872 2.24
C 4.673 0.903 -3.006 -1.67
C 6.185 0.283 -1.146 -2.14
C 5.106 -1.513 -2.469 -1.73
C 2.920 0.987 2.664 2.11
C 3.581 2.371 2.596 -1.68
C 1.635 1.103 3.480 -2.16
C 3.867 0.023 3.395 -1.77
C -2.265 -0.862 -1.489 1.38
O -2.011 -0.912 -2.706 -1.09
C -3.619 -0.747 -0.938 -0.21
C -3.768 -0.894 0.408 0.44
C -4.879 -0.474 -1.786 1.69
C -4.609 -0.130 -3.258 -1.99
C -5.626 0.730 -1.184 -1.66
C -5.807 -1.696 -1.745 -1.61
H -2.558 -0.461 4.762 0.48
H -2.854 0.701 3.452 0.34
H -1.310 -0.148 3.546 0.08
H -4.576 -1.767 4.200 0.47
H -4.918 -2.315 2.555 0.43
H -4.995 -0.592 2.952 0.37
H -2.457 -2.930 4.272 0.45
H -1.193 -2.652 3.069 0.28
H -2.655 -3.529 2.613 0.37
H -0.598 -1.136 1.552 1.33
H 0.546 0.412 1.384 1.19
H 4.755 0.531 0.758 0.27
H 4.528 1.909 -2.603 0.37
H 3.804 0.649 -3.608 0.36
H 5.552 0.925 -3.658 0.45
H 6.134 1.297 -0.739 0.37
H 7.012 0.257 -1.861 0.44
H 6.428 -0.405 -0.331 0.41
H 4.234 -1.835 -3.034 0.32
H 5.302 -2.242 -1.677 0.36
H 5.974 -1.497 -3.137 0.44
H 2.933 3.085 2.082 0.38
H 4.533 2.338 2.060 0.35
H 3.778 2.747 3.604 0.42
H 0.930 1.808 3.033 0.41
H 1.870 1.460 4.486 0.52
H 1.133 0.135 3.576 0.31
H 4.833 -0.058 2.891 0.33
H 3.434 -0.979 3.450 0.36
H 4.051 0.377 4.414 0.47
H -4.779 -0.883 0.798 0.26
H -3.966 0.744 -3.365 0.42
H -5.574 0.097 -3.725 0.47
H -4.138 -0.946 -3.800 0.35
H -4.991 1.619 -1.186 0.38
H -5.949 0.551 -0.156 0.31
H -6.517 0.948 -1.779 0.47
H -5.310 -2.572 -2.170 0.35
H -6.710 -1.497 -2.331 0.46
H -6.112 -1.940 -0.724 0.28
F -1.110 4.010 -3.846 -0.40
B 0.016 3.769 -4.655 0.48
F 0.053 2.349 -4.927 -0.38
F -0.077 4.464 -5.870 -0.36
F 1.197 4.102 -3.966 -0.39
```

orbital gap (alpha / beta)	5.79 / 5.69	eV
multiplicity	1
net charge	-1
energy above the lowest of the compared OMol25 structures with the same formula, charge and spin	17.96	kcal per mole
highest occupied orbital energy (alpha / beta)	-4.5519 / -4.5002	eV

Here is a structure of composition C28H40BrCl2INO4P in a non-equilibrium geometry from the OMol25 dataset. Energies are from wB97M-V/def2-TZVPD.

```
78
Properties=species:S:1:pos:R:3:mulliken_charge:R:1
C -5.844 -1.061 1.350 -1.12
C -5.022 -2.293 1.259 0.34
Cl -4.844 -2.976 -0.326 -0.24
C -4.459 -2.891 2.298 0.20
Cl -3.581 -4.370 2.132 -0.15
N -4.603 -2.331 3.597 0.09
C -4.598 -3.324 4.670 -0.10
O -5.553 -3.960 4.947 -0.49
C -3.275 -3.310 5.289 0.75
C -2.750 -4.179 6.214 -0.06
C -3.551 -5.332 6.774 0.09
O -4.305 -4.974 7.696 -0.70
O -3.353 -6.445 6.282 -0.72
C -1.457 -3.949 6.606 -0.20
C -0.725 -2.901 6.138 -0.09
I 1.241 -2.642 6.818 0.06
C -1.255 -1.995 5.230 0.00
Br -0.255 -0.503 4.638 -0.13
C -2.553 -2.230 4.808 0.37
C -3.434 -1.499 3.845 0.23
O -3.249 -0.414 3.381 -0.52
H -6.166 -0.738 0.371 0.42
H -6.731 -1.221 1.946 0.30
H -5.257 -0.263 1.784 0.23
H -1.015 -4.606 7.331 0.46
C -2.322 1.770 -0.670 -1.40
C -1.134 2.718 -0.630 0.24
C -0.606 3.070 -2.020 -1.11
C 0.212 1.972 -2.722 -1.07
P 1.913 1.775 -2.184 1.05
C 2.645 3.432 -2.182 -1.50
C 2.514 4.341 -3.414 -0.78
C 3.376 4.023 -4.640 -0.40
C 4.856 3.803 -4.343 -1.25
C 2.833 0.824 -3.402 -0.62
C 2.464 -0.629 -3.750 -1.01
C 2.843 -1.714 -2.738 0.38
C 4.251 -1.598 -2.164 -1.40
C 2.165 1.278 -0.473 -1.06
C 1.849 -0.105 0.128 -1.16
C 0.505 -0.797 -0.180 0.01
C -0.459 -0.799 1.003 -1.76
H -2.090 0.840 -1.188 0.23
H -2.639 1.512 0.340 0.36
H -3.170 2.234 -1.177 0.43
H -0.344 2.289 -0.009 -0.28
H -1.441 3.641 -0.134 0.48
H -0.001 3.978 -1.945 0.35
H -1.449 3.324 -2.664 0.55
H 0.282 2.236 -3.784 0.65
H -0.312 1.014 -2.714 0.73
H 3.691 3.331 -1.881 0.77
H 2.164 3.949 -1.346 0.55
H 2.771 5.349 -3.083 0.49
H 1.467 4.388 -3.726 0.25
H 3.283 4.861 -5.332 0.44
H 2.973 3.164 -5.183 0.25
H 5.313 4.709 -3.942 0.36
H 5.389 3.538 -5.256 0.37
H 5.024 2.995 -3.629 0.25
H 3.899 0.917 -3.185 0.56
H 2.678 1.381 -4.330 0.04
H 2.969 -0.857 -4.690 0.45
H 1.393 -0.695 -3.959 0.36
H 2.744 -2.681 -3.235 0.49
H 2.109 -1.730 -1.932 -0.45
H 5.007 -1.744 -2.937 0.35
H 4.407 -2.355 -1.397 0.43
H 4.431 -0.629 -1.694 0.30
H 1.677 2.051 0.128 0.78
H 3.236 1.447 -0.302 0.62
H 1.955 0.003 1.209 0.59
H 2.657 -0.781 -0.153 0.29
H 0.711 -1.839 -0.432 0.49
H 0.015 -0.367 -1.057 0.13
H -0.044 -1.384 1.821 0.60
H -1.413 -1.249 0.722 0.30
H -0.657 0.207 1.379 0.29
```

orbital gap	5.68	eV
multiplicity	1
highest occupied orbital energy	-6.5298	eV